No. 1
This record from the Open Molecules 2025 dataset describes a 6-piece molecular cluster, C47H114F6N3O3P3 overall in a non-equilibrium geometry. The level of theory is the ωB97M-V functional and the def2-TZVPD basis.

Properties
- E: -3871.29549 hartree
- Gap between HOMO and LUMO: 10.084 eV
- LUMO: -7.29 eV
- HOMO level: -17.3771 eV
- Charge: +4

Structure (XYZ):
```
176
Properties=species:S:1:pos:R:3:forces:R:3
C -3.075 -1.891 -2.508 -0.0436 0.2743 1.0621
N -2.290 -3.146 -2.630 0.5058 -0.3551 0.1389
C -1.701 -3.612 -1.274 -0.9971 -0.5774 -0.3637
C -3.180 -4.294 -3.183 0.8633 -0.1035 0.0904
C -1.127 -2.733 -3.537 1.4738 -2.4569 -1.0359
C -0.057 -3.924 -3.818 -0.4482 0.5320 2.9686
O 0.769 -4.054 -2.601 -0.6667 1.1333 -0.6153
H -3.337 -1.526 -3.502 -0.3503 -0.2416 0.1442
H -2.473 -1.133 -2.008 0.3291 -0.0711 -0.1578
H -3.899 -2.055 -1.814 -0.3279 -0.1731 -0.5121
H -1.291 -4.610 -1.429 0.4113 0.4233 -0.1913
H -2.527 -3.800 -0.587 -0.1573 0.5277 -0.0920
H -0.974 -2.913 -0.859 -0.1876 0.0443 -0.3643
H -3.266 -4.273 -4.270 0.2896 0.3235 0.0688
H -4.193 -4.334 -2.784 0.2046 0.7186 0.3816
H -2.713 -5.228 -2.872 0.0683 0.0962 -0.2588
H -0.646 -1.850 -3.116 -0.0594 -0.2039 0.2524
H -1.527 -2.493 -4.522 -0.2872 0.1040 0.1254
H 0.566 -3.728 -4.691 -0.3672 -0.0084 -0.0577
H -0.608 -4.865 -3.817 -0.0746 0.0421 -1.0236
H 1.456 -4.724 -2.644 -0.0707 -0.2178 -0.5962
C -6.541 1.572 -3.844 0.3038 -0.0188 0.8746
N -6.479 2.555 -2.648 0.7459 -1.6191 -0.5839
C -7.564 3.611 -2.766 0.9215 0.3884 0.6593
C -6.590 1.819 -1.291 -0.0932 0.3726 -1.3642
C -5.105 3.301 -2.672 0.5611 -2.2414 -0.0815
C -3.762 2.414 -2.720 -2.0655 0.6714 0.1952
O -3.537 1.959 -4.053 0.3016 0.5488 0.9020
H -6.465 2.219 -4.718 -0.1482 -0.5348 -0.1341
H -7.379 0.875 -3.818 -0.8755 1.0203 0.0893
H -5.761 0.811 -3.799 0.7622 0.8222 0.0783
H -7.506 4.007 -1.752 -0.8808 0.5263 -0.2306
H -8.557 3.307 -3.097 0.2281 -0.7409 0.4704
H -7.266 4.391 -3.467 0.3235 -0.1621 0.0223
H -7.553 1.308 -1.275 -0.0228 0.2523 0.1892
H -6.472 2.577 -0.517 -0.2579 -0.1719 -0.0017
H -5.801 1.074 -1.193 0.0505 0.1685 -0.2632
H -5.111 3.873 -1.743 0.0930 0.4052 -0.3724
H -5.091 3.856 -3.610 -0.0635 0.4032 0.3541
H -3.678 1.543 -2.071 -0.6803 0.0638 0.4694
H -3.020 3.099 -2.309 0.3682 0.2247 -0.4598
H -2.700 1.511 -3.915 0.3586 -0.3223 -0.7453
C 1.958 3.402 -5.121 0.8896 -0.5035 1.5190
N 1.970 3.572 -3.597 -0.1951 0.7254 -1.0186
C 2.388 2.238 -2.970 0.7014 2.1548 0.4356
C 2.986 4.722 -3.287 -0.9399 -0.7676 -0.3279
C 0.525 3.984 -3.182 1.0094 -0.5739 -0.2318
C 0.391 4.452 -1.744 0.2552 0.6410 0.6660
O 0.987 5.740 -1.568 0.1592 -0.1270 -0.9712
H 1.677 4.333 -5.613 -0.0585 -0.2558 0.0499
H 1.342 2.529 -5.337 -0.1923 0.3601 -0.2679
H 3.003 3.138 -5.286 -0.1598 0.0946 -0.7432
H 1.776 1.390 -3.276 -0.0285 0.3763 0.0825
H 2.392 2.474 -1.905 -0.4490 -0.7215 0.0937
H 3.448 2.139 -3.206 -0.1251 -0.4035 -0.3853
H 2.441 5.620 -3.577 0.1568 0.0923 0.6794
H 3.872 4.707 -3.921 -0.1083 -0.7305 -0.0734
H 3.273 4.631 -2.239 -0.2828 0.4526 -0.1482
H -0.013 3.065 -3.418 -0.3426 -0.0370 0.6218
H 0.158 4.705 -3.912 0.3665 0.3461 0.1717
H 0.869 3.761 -1.050 -0.2045 -0.3449 -0.0731
H -0.661 4.533 -1.471 -0.1575 -0.4009 -0.2152
H 0.827 6.110 -0.696 -0.1958 -0.2361 0.1394
C 7.615 0.907 -2.166 0.2877 -0.3248 0.9525
C 8.385 0.652 -0.806 -1.1485 -0.6300 -1.7869
C 7.732 -0.494 0.051 0.8067 0.8547 -0.2886
C 7.998 -1.936 -0.424 -0.1199 -0.3136 0.9720
P 7.217 -3.228 0.745 0.3838 -0.7846 -2.2361
C 7.727 -2.891 2.455 0.2705 1.0792 -1.5460
C 9.249 -2.579 2.622 -0.5959 -1.1266 0.7665
C 9.566 -2.512 4.127 0.9735 0.4557 0.7392
C 10.145 -1.124 4.618 -0.7072 -1.6760 0.3753
C 5.385 -2.994 0.661 0.9890 0.8901 -0.4547
C 4.644 -2.899 -0.695 -0.7159 -0.3728 -0.3606
C 4.000 -1.513 -1.028 1.7409 -0.2456 1.1626
C 3.089 -1.337 -2.197 -1.1500 -0.9051 -0.3191
C 7.698 -5.044 0.219 -0.4757 0.6826 0.4661
C 7.131 -5.587 -1.119 0.9503 1.5131 0.4873
C 7.834 -6.871 -1.621 -0.4445 0.8031 0.8210
C 7.124 -7.414 -2.809 -0.3889 -0.4818 -0.2831
H 7.453 -0.004 -2.743 0.2593 -0.1963 0.0131
H 8.156 1.603 -2.808 -0.0513 0.0323 0.1171
H 6.614 1.291 -1.970 -0.0351 0.2625 0.0971
H 8.400 1.595 -0.260 -0.0345 -0.2097 0.2268
H 9.412 0.417 -1.085 0.0970 -0.1552 0.3240
H 6.654 -0.335 0.085 -0.0392 0.2067 0.2396
H 8.186 -0.311 1.024 -0.4195 -0.4209 0.3440
H 9.067 -2.148 -0.403 0.0998 -0.0547 -0.0640
H 7.657 -2.059 -1.452 -0.1609 -0.3451 0.0587
H 7.315 -3.719 3.032 0.3588 0.1089 0.3611
H 7.156 -1.978 2.622 -0.1859 0.0278 0.6186
H 9.628 -1.672 2.151 -0.5483 -0.0044 -0.3315
H 9.778 -3.432 2.197 0.2627 0.1130 -0.1254
H 10.288 -3.303 4.331 0.2173 0.1451 0.1281
H 8.705 -2.817 4.722 -0.1866 0.3139 0.0026
H 10.327 -1.115 5.693 -0.1090 -0.4244 0.1122
H 9.366 -0.371 4.502 0.5101 0.4259 -0.6267
H 11.142 -0.979 4.202 -0.3973 0.5944 -0.5125
H 5.237 -1.987 1.051 0.0651 -0.1557 0.9352
H 4.977 -3.771 1.307 -0.2098 0.2821 0.1165
H 3.877 -3.655 -0.523 -0.3035 -0.0277 -0.8690
H 5.255 -3.160 -1.559 0.0367 -0.4192 0.0867
H 4.853 -0.872 -1.246 0.2073 0.3260 0.2992
H 3.544 -1.107 -0.125 -0.1631 -0.0737 0.0844
H 2.502 -0.439 -1.999 0.1961 0.2765 -0.4823
H 2.333 -2.118 -2.277 -0.0708 -0.2524 0.2219
H 3.589 -1.360 -3.165 0.1465 0.4414 0.0532
H 7.337 -5.703 1.009 0.0009 0.2206 0.4311
H 8.785 -5.115 0.246 0.1036 0.2535 -0.0307
H 7.328 -4.754 -1.794 -0.1917 -0.2025 -0.7407
H 6.049 -5.632 -0.989 -0.0838 -0.5371 -0.2985
H 7.805 -7.591 -0.802 0.5050 -0.1126 -0.0023
H 8.840 -6.648 -1.975 0.2542 0.1109 0.7371
H 7.072 -6.602 -3.534 -0.4018 -0.2973 -0.3438
H 6.150 -7.789 -2.493 -0.2626 0.1905 -0.4200
H 7.662 -8.261 -3.234 0.0069 0.1158 -0.1114
C -8.725 1.640 6.614 -1.4046 -0.2275 0.4827
C -8.708 0.574 5.495 1.9982 0.9211 1.2860
C -7.715 1.072 4.364 -1.7714 -1.1102 -0.4482
C -6.298 1.392 4.766 1.3039 -0.1192 -0.3248
P -5.088 1.936 3.405 -0.2522 0.8063 -0.3292
C -5.422 0.916 1.867 0.8635 0.1005 0.6961
C -4.872 -0.512 2.054 0.6885 1.0928 -0.2622
C -5.022 -1.375 0.793 -1.5042 0.6968 1.3672
C -4.519 -2.752 1.043 0.7059 -1.1298 -0.5732
C -5.599 3.672 3.092 -0.4139 -0.2201 0.1632
C -5.152 4.450 1.854 0.3766 0.8126 -0.5450
C -3.645 4.691 1.713 1.3532 -0.1022 -0.8762
C -3.070 5.645 0.573 -1.4182 -0.2828 0.8786
C -3.215 2.041 3.905 -1.3512 -1.4723 -0.5857
C -2.733 0.840 4.758 0.9027 0.9087 0.7196
C -1.206 0.865 4.979 0.4205 -0.2456 -0.0848
C -0.722 -0.375 5.772 -0.7191 0.5712 -0.0570
H -7.830 1.954 7.152 0.4211 -0.5644 -0.3860
H -9.387 1.227 7.375 0.0369 0.1608 0.2866
H -9.212 2.573 6.330 -0.0444 0.0172 -0.4154
H -8.412 -0.368 5.956 0.6465 -0.0782 -0.1305
H -9.739 0.333 5.237 0.1377 0.6104 -0.9173
H -7.574 0.246 3.667 -0.6046 0.0851 -0.5516
H -8.294 1.887 3.929 0.4773 0.2057 -0.4830
H -6.225 2.118 5.576 0.2934 -0.1359 0.0970
H -5.871 0.421 5.017 0.2592 0.0945 0.8191
H -6.480 0.948 1.606 -0.1558 0.0331 0.3086
H -4.862 1.363 1.046 0.0939 0.3266 0.0380
H -3.801 -0.385 2.213 0.1801 -0.0843 0.1737
H -5.266 -0.901 2.993 -0.2499 -0.6909 -0.3135
H -6.096 -1.406 0.610 -0.2101 -0.1480 -0.3798
H -4.561 -0.873 -0.058 0.2580 0.0139 0.0640
H -4.710 -3.403 0.190 -0.0689 -0.0745 -0.1972
H -4.967 -3.282 1.884 -0.0771 0.3816 0.1446
H -3.437 -2.745 1.174 0.0890 0.0071 0.2519
H -5.398 4.178 4.036 0.5073 0.2646 0.0031
H -6.687 3.632 3.136 -0.2470 -0.1206 -0.3276
H -5.642 5.422 1.802 -0.2062 0.1235 0.5975
H -5.562 3.990 0.954 0.1583 -0.4831 -0.1728
H -3.168 3.748 1.448 0.0481 -0.3799 0.2797
H -3.199 4.970 2.668 -0.2091 0.2224 0.1025
H -3.587 6.603 0.525 -0.1901 -0.0140 0.0316
H -3.210 5.140 -0.384 0.1472 0.0779 -0.1724
H -2.021 5.905 0.710 -0.0039 -0.4435 0.1644
H -3.138 3.048 4.313 0.0680 -0.2415 0.5669
H -2.612 2.052 2.997 -0.3046 0.0114 -0.4263
H -2.813 -0.135 4.277 -0.9810 0.1231 -0.1757
H -3.229 0.864 5.728 -0.1776 -0.3287 -0.0189
H -0.814 1.777 5.429 -0.3156 0.1374 0.0904
H -0.786 0.798 3.976 0.3081 0.1967 -0.0599
H -1.363 -0.528 6.641 -0.0731 -0.0773 0.0594
H 0.286 -0.268 6.173 0.0331 -0.0307 -0.3781
H -0.817 -1.248 5.127 0.2437 -0.1632 0.1663
P -0.940 0.952 -0.108 1.9304 -0.9110 0.8482
F -0.567 0.958 1.439 0.1215 -0.0575 0.7565
F -1.203 2.502 -0.056 -0.3227 1.6210 -0.8398
F 0.605 1.253 -0.464 0.5345 -0.1849 -0.1601
F -1.161 0.848 -1.749 -1.2330 0.2810 0.3776
F -0.665 -0.661 -0.121 -0.6406 0.3056 -0.3084
F -2.490 0.793 0.314 -0.7223 -1.0733 -1.0713
```
Forces are in eV/Å.



No. 2
This record from the Open Molecules 2025 dataset describes C47H31F5N8S3W as an isolated structure. The level of theory is the ωB97M-V functional and the def2-TZVPD basis.

Properties
- Spin multiplicity: 3
- E: -4008.25985 hartree
- Gap between HOMO and LUMO (spin up / spin down): 4.515 / 4.637 eV
- LUMO (spin up / spin down): -7.00 / -7.22 eV
- HOMO level (spin up / spin down): -11.5139 / -11.8593 eV
- Expectation value of S²: 2.054
- Charge: +2
- ΔE to the lowest compared entry with this formula, charge and spin: 22.5 kcal/mol

Structure (XYZ):
```
95
Properties=species:S:1:pos:R:3:forces:R:3
W -0.496 -0.029 0.391 -0.1135 -0.1071 -0.0230
C 4.231 -2.420 1.020 0.0278 0.0035 -0.0074
N 3.113 -2.322 1.954 -0.0010 -0.0208 0.0159
C 2.911 -3.190 3.010 -0.0188 -0.0133 -0.0006
C 1.788 -2.809 3.636 0.0068 0.0023 -0.0087
N 1.302 -1.689 2.959 -0.0426 0.0312 0.0157
C 2.136 -1.404 1.919 -0.0041 -0.0083 -0.0215
S 2.030 -0.145 0.771 -0.0007 0.0284 -0.0255
C 0.164 -0.969 3.443 0.0551 -0.0307 0.0101
C 0.056 -0.816 4.815 0.0056 -0.0047 0.0159
C -1.073 -0.208 5.333 -0.0244 0.0042 -0.0448
C -2.060 0.221 4.458 0.0362 -0.0184 0.0200
C -1.856 0.063 3.106 -0.0241 0.0272 0.0068
N -0.754 -0.516 2.584 0.0193 -0.0120 0.0084
H 5.154 -2.130 1.517 -0.0050 0.0149 0.0008
H 4.046 -1.756 0.181 -0.0130 -0.0090 -0.0036
H 4.308 -3.447 0.668 -0.0032 -0.0036 0.0099
H 3.580 -4.008 3.213 0.0100 0.0005 -0.0100
H 1.272 -3.235 4.477 -0.0005 0.0046 0.0022
H 0.859 -1.145 5.458 -0.0046 0.0050 0.0113
H -1.176 -0.068 6.400 0.0049 -0.0006 0.0070
H -2.968 0.690 4.809 -0.0056 0.0028 -0.0029
H -2.587 0.420 2.392 0.0146 0.0002 0.0013
N 4.578 -4.921 -7.311 0.0090 -0.0054 -0.0052
C 3.979 -4.428 -6.465 -0.0307 0.0262 0.0349
C 3.231 -3.810 -5.402 0.0178 -0.0229 -0.0237
C 2.046 -4.391 -4.962 -0.0259 -0.0127 0.0083
C 1.333 -3.800 -3.932 0.0855 -0.0431 -0.0314
C 1.800 -2.625 -3.347 -0.1619 -0.0194 0.0997
C 2.975 -2.034 -3.806 0.0081 0.0110 -0.0422
C 3.697 -2.631 -4.823 0.0165 0.0240 0.0028
C 1.020 -1.975 -2.263 0.1222 -0.0402 0.0192
C 0.796 -2.617 -1.098 0.0313 -0.0799 -0.1120
C 1.193 -3.982 -0.781 -0.0631 0.0953 0.0697
C 0.594 -4.307 0.385 0.0298 -0.0136 -0.0364
C -0.141 -3.142 0.798 -0.0229 0.0478 0.0167
N -0.012 -2.139 -0.035 -0.0147 -0.0043 -0.0046
C 0.433 -0.673 -2.577 0.0132 0.0664 -0.0052
C 0.181 -0.232 -3.932 -0.0203 0.0309 -0.0679
C -0.521 0.912 -3.852 0.0094 -0.0495 0.0432
C -0.675 1.263 -2.429 0.0366 0.0168 -0.0179
N -0.036 0.168 -1.692 0.0106 0.0007 0.0228
H 1.687 -5.299 -5.427 0.0019 0.0010 -0.0044
H 0.404 -4.241 -3.593 -0.0133 0.0107 -0.0149
H 3.330 -1.111 -3.364 0.0014 0.0048 0.0007
H 4.618 -2.189 -5.177 -0.0010 0.0009 -0.0011
H 1.812 -4.602 -1.408 0.0150 -0.0005 0.0096
H 0.616 -5.249 0.909 -0.0048 -0.0055 0.0042
H -0.762 -3.054 1.675 -0.0041 -0.0039 0.0175
H 0.481 -0.767 -4.818 -0.0137 0.0091 -0.0036
H -0.893 1.518 -4.664 0.0047 -0.0018 -0.0160
H -0.166 2.210 -2.206 -0.0179 -0.0065 0.0315
S 2.906 1.988 4.792 0.0422 0.0265 -0.0204
C 3.388 2.661 6.289 -0.0275 -0.0184 0.0214
C 2.636 3.744 6.618 0.0092 -0.0037 -0.0456
C 1.650 4.038 5.638 -0.0002 0.0495 0.0362
C 1.670 3.177 4.580 -0.0304 -0.0580 -0.0387
C 0.796 3.173 3.400 -0.0071 0.0375 0.0416
C 0.721 2.021 2.605 0.0227 -0.0260 0.0065
N -0.079 1.880 1.559 -0.0266 0.0404 0.0461
C -0.862 2.949 1.238 0.0132 -0.0407 0.0075
C -0.806 4.183 1.911 -0.0178 0.0290 -0.0042
C -1.590 5.252 1.399 0.0280 -0.0357 0.0103
C -2.331 5.067 0.267 -0.0053 -0.0137 -0.0215
C -2.386 3.818 -0.403 -0.0223 0.0473 -0.0036
C -3.111 3.595 -1.636 -0.0198 0.0647 0.0098
C -2.956 2.447 -2.306 0.0030 -0.1211 -0.0664
C -2.081 1.350 -1.751 -0.0574 0.0726 -0.0281
N -1.735 1.463 -0.348 0.0959 0.0567 0.0050
C -1.699 2.745 0.139 -0.0089 -0.1244 -0.0474
C -3.565 2.190 -3.611 0.0101 -0.0062 0.0853
C -3.839 3.098 -4.597 0.0031 0.0434 -0.0208
C -4.436 2.513 -5.742 0.0298 -0.0073 0.0311
C -4.598 1.168 -5.610 -0.0312 0.0020 -0.0029
S -4.045 0.603 -4.098 0.0338 -0.0226 -0.0085
C 0.039 4.268 3.026 0.0107 -0.0022 -0.0102
H 4.209 2.227 6.837 -0.0024 -0.0036 0.0099
H 2.781 4.317 7.521 0.0010 0.0036 0.0054
H 0.951 4.857 5.730 -0.0026 -0.0005 -0.0003
H 1.367 1.191 2.843 -0.0191 -0.0124 -0.0033
H -1.571 6.210 1.900 -0.0002 0.0065 0.0051
H -2.898 5.892 -0.143 -0.0035 0.0021 -0.0003
H -3.766 4.368 -2.018 0.0024 0.0090 0.0215
H -2.573 0.399 -1.936 -0.0072 -0.0058 0.0142
H -3.601 4.149 -4.507 -0.0025 0.0022 -0.0212
H -4.726 3.065 -6.623 -0.0015 0.0043 -0.0040
H -5.026 0.478 -6.319 -0.0089 -0.0006 -0.0040
H 0.108 5.198 3.576 -0.0086 0.0077 -0.0021
F -3.600 -0.280 0.292 -0.0197 0.0151 -0.0103
C -2.536 -1.131 0.227 0.1134 0.0590 0.0029
F -2.691 -1.945 1.346 -0.0301 -0.0241 -0.0034
C -2.859 -2.104 -0.966 0.0042 0.0160 0.0578
F -4.151 -2.113 -1.253 -0.0196 -0.0080 0.0011
F -2.485 -3.360 -0.692 0.0001 -0.0200 0.0086
F -2.198 -1.747 -2.090 0.0200 0.0274 -0.0319
```
Forces are in eV/Å.



Question: Which of these has the lowest E?
Answer: C47H31F5N8S3W



Question: What is the E in the first record?
Answer: -3871.29549 hartree



Question: The lowest charge belongs to which entry?
Answer: C47H31F5N8S3W